Record 1
52
Properties=species:S:1:pos:R:3:forces:R:3:nbo_charge:R:1 method="wB97M-V/def2-TZVPD" total_charge=0 homo_ev=-6.668 lumo_energy_ev=-1.306
Cl -4.27971 0.55277 -2.06231 0.071 -0.290 0.185 -0.2419
B -2.97813 -0.75510 -1.87579 0.186 -0.219 -0.917 0.4093
Cl -3.62015 -2.48834 -1.99713 0.049 0.260 0.191 -0.2452
Cl -1.66732 -0.47707 -3.18873 -0.210 -0.002 0.225 -0.2643
O -2.38438 -0.51524 -0.53397 -0.349 -0.599 1.921 -0.6378
C -1.98057 -1.26009 0.43808 -2.292 0.457 -1.751 0.5320
C -2.26867 -0.82747 1.79406 -0.247 0.350 0.584 -0.1243
C -1.86819 -1.59258 2.90776 0.067 0.179 -0.190 -0.1322
C -2.07399 -1.11217 4.19362 -0.150 -0.205 0.195 -0.2372
C -2.72465 0.10877 4.41051 0.297 0.034 -0.431 -0.1519
C -3.12042 0.87111 3.31209 -0.248 -0.157 -0.010 -0.2166
C -2.97003 0.37556 2.02092 0.275 -0.098 -0.122 -0.1404
H -1.71427 -2.29510 0.22077 -0.002 0.214 0.012 0.2201
H -1.40345 -2.56586 2.74748 0.063 0.343 0.062 0.2225
H -1.71594 -1.68627 5.04960 -0.228 0.059 -0.266 0.2222
H -2.92612 0.46102 5.42401 0.232 -0.071 -0.306 0.2231
H -3.54777 1.86234 3.45089 -0.149 -0.316 0.023 0.2231
H -3.40028 0.91342 1.17605 0.298 -0.087 0.189 0.2449
C 1.43911 -1.84816 1.55917 -0.394 0.231 -0.140 -0.2535
O 0.19060 -1.47014 0.92598 1.201 -1.332 0.908 -0.5881
C 0.26947 -0.40478 0.06219 0.799 0.095 -1.665 -0.0055
C 0.27419 0.93433 0.66490 -0.005 0.734 0.295 0.0095
C 1.39282 1.37948 1.39733 -0.525 0.003 -0.143 -0.2349
C 1.36236 2.63580 1.99886 0.060 -0.069 0.132 -0.2165
C 0.20622 3.41982 1.95138 0.006 -0.084 -0.133 -0.2166
C -0.89396 2.98591 1.21082 0.109 0.052 -0.106 -0.2072
C -0.83530 1.78005 0.52148 0.419 -0.003 0.177 -0.2312
C 0.69166 -0.69835 -1.21807 1.292 0.404 1.701 0.1792
N 1.32175 0.19322 -2.06110 -1.095 0.620 0.249 -0.4280
C 1.00726 1.61265 -2.07912 0.106 0.307 -0.228 -0.4098
C 2.19562 -0.37823 -2.94511 0.074 -1.668 -0.234 0.1764
C 3.08618 0.49316 -3.76066 0.353 -0.033 -0.414 -0.6469
C 2.17446 -1.74397 -2.88937 0.719 1.488 -0.719 -0.2503
C 2.96415 -2.68964 -3.71156 0.115 -0.365 -0.124 -0.6307
S 1.09741 -2.33703 -1.68244 -0.590 0.070 0.340 0.3799
H 1.27063 -2.86077 1.93011 0.233 0.104 0.042 0.1945
H 2.26559 -1.82820 0.83211 -0.257 -0.048 0.230 0.1927
H 1.63437 -1.15324 2.38547 0.034 -0.280 -0.094 0.1824
H 2.27449 0.73409 1.45840 -0.258 0.408 -0.014 0.2148
H 2.25279 2.99699 2.51265 -0.256 -0.038 -0.017 0.2149
H 0.17052 4.37919 2.46733 0.046 -0.240 -0.117 0.2166
H -1.80853 3.57798 1.15921 0.311 0.006 -0.025 0.2156
H -1.63343 1.46487 -0.15044 0.129 0.218 0.371 0.2400
H 1.15747 2.00399 -3.09251 0.008 -0.143 0.269 0.2142
H -0.04833 1.76179 -1.83907 0.317 -0.055 -0.028 0.2359
H 1.64873 2.16946 -1.37997 -0.320 -0.041 -0.159 0.2039
H 3.83154 -0.14227 -4.25344 -0.187 0.296 0.043 0.2300
H 2.54971 1.05803 -4.53913 0.125 -0.199 0.245 0.2280
H 3.63673 1.21547 -3.13576 -0.271 -0.233 -0.129 0.2260
H 3.57066 -2.13906 -4.43384 -0.062 -0.211 0.042 0.2198
H 3.63048 -3.30615 -3.09276 -0.089 0.081 -0.160 0.2144
H 2.29663 -3.36601 -4.26093 0.192 0.075 0.011 0.2250

---

Record 2
50
Properties=species:S:1:pos:R:3:forces:R:3:lowdin_charge:R:1 method="wB97M-V/def2-TZVPD" total_charge=+2 e_above_lowest_ev=1.782 homo_ev=-14.505 lumo_energy_ev=-7.898
In -0.89091 0.90981 1.33352 3.169 -2.867 -1.581 0.2439
Cl -1.05836 -1.05760 0.03958 -0.527 0.325 0.447 0.1181
P 0.13492 2.43482 -0.50130 0.453 1.207 -1.045 1.0118
C 1.32232 3.55142 0.31476 -0.106 0.233 0.563 -0.3968
C 1.01057 4.89349 0.58559 0.196 -0.321 0.106 -0.0744
C 1.91322 5.67352 1.31514 0.062 -0.065 0.003 -0.0467
C 3.10629 5.12490 1.78935 -0.121 -0.148 -0.029 -0.0388
C 3.42358 3.78644 1.50906 0.085 0.131 0.001 -0.0517
C 2.54582 3.00439 0.76810 -0.461 0.008 -0.051 -0.1059
C 0.97022 1.99924 -2.06887 0.028 -0.989 -0.459 -0.3338
C 0.38179 0.99595 -2.87466 0.337 0.449 0.257 -0.0847
C 0.88795 0.74804 -4.15029 -0.163 -0.119 0.179 -0.0506
C 1.98978 1.46416 -4.62743 -0.127 0.058 0.335 -0.0404
C 2.57799 2.44985 -3.83256 -0.071 -0.049 0.106 -0.0466
C 2.08419 2.71554 -2.55247 -0.287 -0.122 0.295 -0.0678
C -1.33002 3.37201 -1.09895 -0.169 -0.257 0.168 -0.3569
C -2.64830 2.92548 -0.85512 0.538 0.495 0.353 -0.1297
C -3.73180 3.71893 -1.22327 -0.051 -0.077 -0.257 -0.0531
C -3.52269 4.85848 -2.00754 0.182 -0.023 0.119 -0.0321
C -2.21994 5.24497 -2.34576 0.022 -0.091 0.046 -0.0318
C -1.12073 4.52622 -1.86603 -0.322 0.064 0.023 -0.0800
H -0.45537 0.42292 -2.47084 0.157 0.109 -0.319 0.0786
H 0.41412 -0.01837 -4.76847 0.233 0.252 0.195 0.1212
H 2.39889 1.23677 -5.60880 -0.118 0.109 0.161 0.1213
H 3.43595 3.01693 -4.20194 -0.297 -0.223 0.145 0.1225
H 2.56567 3.46958 -1.92864 -0.131 -0.167 -0.238 0.1092
H 0.07234 5.31858 0.22887 0.283 -0.036 0.188 0.1008
H 1.67063 6.71579 1.51702 0.084 -0.247 -0.023 0.1210
H 3.78806 5.73103 2.39510 -0.270 -0.230 -0.325 0.1250
H 4.36509 3.35636 1.86884 -0.417 0.204 -0.171 0.1239
H 2.79302 1.96448 0.53154 -0.009 0.313 0.110 0.1197
H -2.83528 1.97123 -0.34429 -0.008 0.278 -0.198 0.0631
H -4.74047 3.44520 -0.90762 0.293 -0.021 -0.306 0.1225
H -4.38042 5.44241 -2.35631 0.383 -0.202 0.187 0.1273
H -2.05099 6.12155 -2.97572 -0.091 -0.292 0.242 0.1259
H -0.10598 4.86544 -2.08663 -0.322 -0.128 -0.020 0.1213
H -1.48678 2.55653 1.82472 -3.308 -0.413 0.236 0.1352
H -2.26138 2.04335 1.74855 1.216 2.738 0.840 0.1308
S 0.26499 0.21975 3.43599 -0.482 0.236 0.088 0.7085
C -0.31742 -1.41227 3.53425 -0.297 -2.060 -0.504 -0.7294
N -1.55218 -1.88109 3.25005 0.801 1.291 -0.166 0.0260
C -1.53797 -3.31546 2.98709 -0.672 -0.554 -0.031 -0.1139
C -0.11183 -3.72070 3.35011 0.281 -0.664 0.137 -0.0960
N 0.48857 -2.46679 3.79708 -0.381 1.824 -0.432 0.0637
H -2.30030 -1.28682 2.90049 0.386 -0.323 0.313 0.1292
H -1.76933 -3.51658 1.93284 0.034 0.135 0.285 0.1204
H -2.27258 -3.82888 3.61434 0.073 0.156 -0.136 0.1368
H 0.42616 -4.11332 2.48004 0.003 0.107 0.244 0.1378
H -0.09016 -4.46438 4.14561 0.052 0.047 -0.050 0.1345
H 1.48329 -2.33433 3.92518 -0.140 -0.081 -0.031 0.1610

---

Record 3
62
Properties=species:S:1:pos:R:3:forces:R:3:nbo_charge:R:1 method="wB97M-V/def2-TZVPD" total_charge=-1 e_above_lowest_ev=1.183 homo_ev=-4.006 lumo_energy_ev=0.444
C 2.50819 -0.42010 1.94336 0.799 -0.553 0.069 -0.6275
C 3.13358 -0.86419 0.59807 -0.261 0.116 -0.360 -0.4275
C 2.33104 -0.42687 -0.66037 0.234 -0.475 0.584 0.1684
F 2.61967 -1.35151 -1.68392 -0.296 0.352 0.086 -0.3716
C 0.81216 -0.35805 -0.40239 0.455 0.310 -0.474 0.1008
C 0.09391 0.82929 -0.41826 -0.739 -1.427 -0.390 -0.3783
S 1.02043 2.34557 -0.70174 0.213 1.822 2.940 2.0852
O 2.14835 2.31905 0.20004 0.654 -1.137 -1.009 -0.9215
O 0.29928 3.56269 -0.49096 -0.871 -0.372 -1.294 -0.8737
C 1.63967 2.32097 -2.48694 0.483 -0.075 0.136 0.4190
F 2.98706 2.41297 -2.43788 -0.403 -0.075 -0.047 -0.3014
F 1.29412 1.13930 -3.03914 -0.009 0.514 -0.118 -0.3017
C 1.10327 3.51362 -3.32602 -0.656 -0.330 -0.643 0.5576
F 1.54568 4.69079 -2.86999 -0.071 -0.535 0.269 -0.2761
F -0.24548 3.46552 -3.27608 0.440 0.104 0.180 -0.2844
C 1.49616 3.42940 -4.87206 0.050 1.261 -0.154 0.9211
F 2.06004 4.60009 -5.23714 0.005 -0.439 0.185 -0.3111
F 2.37995 2.46874 -5.15109 -0.567 -0.025 0.026 -0.3021
F 0.38637 3.32074 -5.60819 0.547 -0.662 0.131 -0.2945
C -1.34959 0.80964 -0.21455 0.018 1.365 -0.240 0.1416
C -2.18242 2.09275 -0.28392 -0.409 -0.237 -0.384 -0.4799
C -2.50073 2.75277 1.09581 0.146 -0.850 0.360 -0.4024
C -1.82067 2.13124 2.34800 0.037 1.594 1.079 -0.2336
C -2.62911 2.69827 3.59158 -0.617 -0.677 -0.890 -0.6106
C -0.34870 2.61220 2.56731 -0.628 -0.928 0.446 -0.6137
C -1.97294 -0.38780 0.03947 0.037 -0.558 0.128 -0.1647
I -4.07399 -0.45986 0.41196 0.715 0.004 -0.098 0.1985
C -1.25505 -1.63386 0.09566 -1.251 1.844 0.112 0.0577
N -1.96898 -2.76323 0.39029 2.147 -0.445 -0.325 -0.3317
C -1.17622 -3.80937 0.44445 -0.645 -1.334 -0.627 -0.1269
P -2.00476 -5.40666 0.90471 -0.031 0.161 1.679 1.4799
O -1.72878 -5.72700 2.33181 0.036 -0.058 -0.211 -1.0893
C 0.24578 -3.82588 0.19285 0.339 -0.099 0.564 0.1925
C 1.02751 -5.14200 0.25404 -0.405 -0.048 -0.423 -0.5047
C 0.82569 -5.89862 -1.09664 0.151 -0.317 0.384 0.0614
F 2.05387 -6.34640 -1.59656 -0.315 0.302 0.073 -0.3680
N 0.89830 -2.72715 -0.09060 -1.032 -0.259 0.254 -0.3652
C 0.13284 -1.59201 -0.13697 0.563 -0.093 -0.028 0.1454
H 2.09507 0.59512 1.93502 0.063 -0.366 -0.071 0.2354
H 1.76445 -1.17383 2.25363 0.032 0.545 -0.098 0.2034
H 3.31182 -0.45588 2.70063 -0.397 0.102 -0.172 0.2137
H 3.17497 -1.96429 0.56123 0.024 0.440 0.020 0.2306
H 4.16247 -0.49262 0.45341 -0.402 -0.030 0.239 0.2090
H 2.73916 0.52157 -1.01187 -0.283 -0.289 0.110 0.1953
H -3.15743 1.80348 -0.70937 0.427 0.219 0.073 0.2512
H -1.77704 2.80076 -1.01842 -0.048 -0.159 0.562 0.2575
H -2.32261 3.83633 1.03915 -0.042 -0.433 -0.035 0.2762
H -3.58520 2.66314 1.25687 0.385 0.166 -0.329 0.2464
H -1.91619 1.03453 2.42608 0.292 0.299 -0.379 0.1799
H -1.97737 3.08710 4.38407 -0.297 -0.103 -0.168 0.1914
H -3.27006 1.88111 3.97424 0.322 0.393 0.170 0.1968
H -3.33986 3.46327 3.23359 0.480 -0.017 0.345 0.2268
H -0.28870 3.68922 2.35686 0.204 -0.400 -0.125 0.2206
H -0.12361 2.45116 3.63943 0.149 0.127 -0.451 0.1898
H 0.39122 2.01329 2.01935 -0.142 0.503 -0.096 0.1908
H -3.40039 -5.28018 0.66466 0.471 0.243 -0.481 -0.0534
H -1.56015 -6.46707 0.08168 -0.190 0.459 -0.426 -0.0928
H 2.10226 -4.96082 0.40321 -0.412 0.207 -0.276 0.2627
H 0.70725 -5.75747 1.11246 -0.032 0.239 -0.352 0.2423
H 0.21106 -6.80448 -0.98322 0.176 0.305 0.040 0.1638
H 0.33970 -5.24867 -1.84079 0.402 -0.159 0.091 0.1697
F -4.06636 4.39019 -0.25991 -0.047 -0.031 -0.163 -0.9741